(1)
Density functional theory data (the ωB97M-V functional and the def2-TZVPD basis) for 2 unconnected molecules or ions with the total composition C6H10O.

Structure (XYZ):
```
17
C6H10O | the OMol25 dataset | the ωB97M-V functional and the def2-TZVPD basis
H 1.95 -1.10 -0.16
H -2.79 -0.21 0.04
C -0.38 -0.44 -0.08
C 0.75 0.55 0.35
C -2.18 0.13 0.80
H 0.93 2.10 -1.33
H 0.58 1.29 1.12
H -0.87 -0.07 -2.42
H 2.24 -0.53 1.61
O -0.26 -1.81 -0.15
C 0.54 1.13 -1.04
H -0.84 -2.17 -0.73
H 2.96 0.38 0.30
H -2.06 1.26 0.87
H -2.27 -0.45 1.74
C -0.38 0.21 -1.44
C 2.07 -0.26 0.52
```

The value obtained for the total energy is -8427.5440 eV. The LUMO energy is 0.962 eV. The value obtained for the HOMO energy is -0.31157 Ha. As for the spin multiplicity: 1. The calculation puts the frontier orbital gap at 9.4403 eV.

natural (NBO) atomic charge list, values in e, 8 entries: atom 1 (H): 0.229, atom 2 (H): 0.182, atom 3 (C): 0.337, atom 4 (C): -0.283, atom 5 (C): -0.641, atom 6 (H): 0.206, atom 7 (H): 0.209, atom 8 (H): 0.213

---

(2)
Density functional theory data (the ωB97M-V functional and the def2-TZVPD basis) for a gas-phase ion, C5H9N3O3P (charge -1).

Structure (XYZ):
```
21
C5H9N3O3P | the OMol25 dataset | the ωB97M-V functional and the def2-TZVPD basis
H 2.52 -0.64 -1.12
C -1.83 0.83 -0.25
N -1.43 -0.06 -1.17
P -0.59 2.19 0.58
H -1.77 -2.03 -1.53
C 1.48 -0.26 -1.33
C 1.12 1.24 -1.13
C -2.67 0.11 0.68
O 0.91 1.40 0.28
H 1.09 -0.64 -2.34
O -0.81 2.10 2.04
H 0.17 1.43 -1.70
H -3.43 -1.96 0.45
O -0.52 3.48 -0.13
H -3.10 -0.15 2.59
N -3.36 0.44 1.87
C -1.96 -1.19 -0.91
H -3.00 1.47 2.08
H 0.68 -0.80 -0.73
H 1.95 1.98 -1.40
N -2.76 -1.22 0.16
```

As for the structure (SMILES): CCO[P@](=O)([O-])c1nc[nH]c1N. The value obtained for the total energy is -25235.2327 eV. The LUMO energy is 3.357 eV. The value obtained for the HOMO energy is -0.15770 Ha. Its net charge is -1. As for the spin multiplicity: 1. The calculation puts the frontier orbital gap at 7.6480 eV.

natural (NBO) atomic charge list, values in e, 8 entries: atom 1 (H): 0.193, atom 2 (C): -0.303, atom 3 (N): -0.492, atom 4 (P): 2.339, atom 5 (H): 0.170, atom 6 (C): -0.657, atom 7 (C): -0.087, atom 8 (C): 0.287

---

(3)
Density functional theory data (the ωB97M-V functional and the def2-TZVPD basis) for 2 unconnected molecules or ions with the total composition C10H13O2.

Structure (XYZ):
```
25
C10H13O2 | the OMol25 dataset | the ωB97M-V functional and the def2-TZVPD basis
C -2.50 -0.55 1.83
H -4.31 -1.91 0.40
H 1.29 0.20 -2.04
H -4.24 -0.95 -1.08
H 1.20 -0.19 -0.27
H -0.48 1.92 -0.28
H 3.13 -1.95 -1.58
O 3.26 0.99 0.18
H -2.52 0.89 -1.21
C -1.35 0.03 2.37
C -0.57 0.84 1.56
C 2.06 -1.76 -1.50
H -3.07 -1.28 2.41
C 3.11 0.51 -0.97
O 3.87 0.59 -1.95
H 1.67 -2.04 -2.49
C 1.78 -0.27 -1.19
H -5.06 -0.33 0.35
C -4.19 -0.90 0.00
C -1.00 1.16 0.28
H -1.13 -0.18 3.40
C -2.14 0.57 -0.25
H 0.39 1.22 1.88
C -2.90 -0.32 0.52
H 1.63 -2.40 -0.72
```

The value obtained for the total energy is -14677.2298 eV. The LUMO energy is 2.924 eV. The value obtained for the HOMO energy is -0.14060 Ha. Its net charge is -1. As for the spin multiplicity: 1. The calculation puts the frontier orbital gap at 6.7496 eV.

natural (NBO) atomic charge list, values in e, 8 entries: atom 1 (C): -0.232, atom 2 (H): 0.209, atom 3 (H): 0.189, atom 4 (H): 0.212, atom 5 (H): 0.195, atom 6 (H): 0.225, atom 7 (H): 0.217, atom 8 (O): -0.802

---

(4)
Density functional theory data (the ωB97M-V functional and the def2-TZVPD basis) for 4 unconnected molecules or ions with the total composition C3H14O3S.

Structure (XYZ):
```
21
C3H14O3S | the OMol25 dataset | the ωB97M-V functional and the def2-TZVPD basis
H 1.66 -2.36 2.02
H 2.53 -0.73 0.56
H 4.78 -0.13 2.03
O 3.99 -0.08 2.57
H 0.28 1.85 -2.01
S 0.22 0.01 -0.29
C 1.66 -1.23 0.10
H 3.91 0.61 3.19
O -1.46 2.77 0.19
H 0.89 0.25 -2.59
C 0.94 1.04 -1.63
H 0.41 -2.97 0.70
H -6.70 -1.09 -1.13
H 2.16 -3.21 0.75
C 1.31 -2.41 0.98
O -6.42 -0.28 -1.61
H -0.88 2.42 -0.48
H -2.01 1.96 0.42
H 2.06 1.27 -1.46
H -7.05 -0.17 -2.28
H 2.17 -1.47 -0.93
```

The value obtained for the total energy is -20312.7543 eV. The LUMO energy (alpha / beta) is 2.381 / 2.276 eV. The value obtained for the HOMO energy (alpha / beta) is 0.03833 / -0.20082 Ha. Its net charge is -1. As for the spin multiplicity: 2. The calculation puts the frontier orbital gap (alpha / beta) at 1.3375 / 7.7405 eV.

natural (NBO) atomic charge list, values in e, 8 entries: atom 1 (H): 0.249, atom 2 (H): 0.241, atom 3 (H): 0.314, atom 4 (O): -1.451, atom 5 (H): 0.215, atom 6 (S): 0.038, atom 7 (C): -0.567, atom 8 (H): 0.418

---

(5)
Density functional theory data (the ωB97M-V functional and the def2-TZVPD basis) for a molecular structure, C27H50N2O4OsPS2.

Structure (XYZ):
```
87
C27H50N2O4OsPS2 | the OMol25 dataset | the ωB97M-V functional and the def2-TZVPD basis
H 2.20 -0.45 0.70
O 0.63 1.19 0.05
C 4.27 2.61 -0.37
H 2.97 4.73 -1.39
S -0.31 -5.55 -0.19
H 3.63 -0.50 -0.32
H -3.37 1.71 2.96
H -3.25 -1.73 1.47
H 3.03 1.77 1.18
H -2.14 -3.01 2.01
H -1.08 -8.04 -2.68
H 4.91 1.73 -0.42
C -1.51 0.88 3.69
C -0.60 -7.28 -0.70
C -0.06 0.78 3.22
H 2.18 3.96 2.05
C -1.18 3.10 -0.91
C -1.77 3.01 2.35
H 1.56 2.02 2.59
H -1.36 0.35 -0.64
H 1.01 4.82 0.03
C 1.90 -3.13 1.17
C 2.33 3.83 -1.39
C 2.63 3.88 1.06
C 0.54 2.16 2.94
H 3.31 -3.07 -0.41
C -2.24 -2.13 1.37
O 0.65 -3.02 0.74
H -1.86 3.60 3.26
N -0.95 -5.95 -2.63
H 4.33 2.79 1.78
H 2.63 1.70 -1.41
C -0.83 3.17 -2.41
C -0.29 3.02 1.96
H -1.92 -0.11 3.88
H 3.87 -2.40 1.11
S -0.07 -3.47 -2.41
H 0.55 0.27 3.96
H 0.00 0.19 2.30
H -2.34 1.00 1.73
H 3.21 4.80 0.92
C 3.59 2.69 0.99
H -1.16 -5.71 -3.59
H -2.83 2.14 0.19
C -2.11 0.78 -1.32
P 0.21 2.62 0.22
C -1.35 -7.22 -2.03
C 3.02 -2.43 0.43
H -0.18 1.86 -4.00
H -1.18 -7.79 0.07
C -1.59 0.80 -2.76
C -0.45 1.79 -2.95
N 1.80 -1.08 -1.24
H -1.29 -0.21 -3.08
H -4.66 -2.73 0.10
H -1.55 1.43 4.64
H 0.44 1.44 -2.41
C 2.71 -1.03 -0.07
H 1.67 -0.13 -1.59
H -2.43 -7.21 -1.88
H -3.18 2.64 -1.44
C 3.24 2.61 -1.49
C 1.56 3.87 -0.05
H 0.36 -7.77 -0.80
C -1.90 -2.51 -0.04
H 2.26 -1.60 -1.98
C -0.51 -5.01 -1.81
O -2.79 -3.23 -0.70
H 3.73 2.59 -2.47
H 4.92 3.48 -0.50
Os -0.20 -1.95 -0.71
O 2.14 -3.82 2.14
H -3.89 -4.18 0.80
C -2.34 1.61 2.64
H -0.06 3.90 -2.62
C -2.41 2.18 -0.81
H -3.01 0.16 -1.25
H 0.05 4.06 2.07
H -1.54 -1.38 1.74
H -4.55 -4.22 -0.85
C -4.05 -3.61 -0.11
H -1.47 4.11 -0.58
H -2.42 1.09 -3.42
H 0.60 2.72 3.88
H 1.69 3.93 -2.26
H -1.72 3.52 -2.92
H -2.38 3.53 1.60
```

The value obtained for the total energy is -73403.2727 eV. The LUMO energy is -2.705 eV. The value obtained for the HOMO energy is -0.37731 Ha. Its net charge is +1. As for the spin multiplicity: 1. The calculation puts the frontier orbital gap at 7.5622 eV.

Löwdin atomic charge list, values in e, 8 entries: atom 1 (H): 0.094, atom 2 (O): -0.366, atom 3 (C): -0.193, atom 4 (H): 0.125, atom 5 (S): 1.051, atom 6 (H): 0.114, atom 7 (H): 0.120, atom 8 (H): 0.089

---

(6)
Density functional theory data (the ωB97M-V functional and the def2-TZVPD basis) for 7 unconnected molecules or ions with the total composition C17H45NO12S3.

Structure (XYZ):
```
78
C17H45NO12S3 | the OMol25 dataset | the ωB97M-V functional and the def2-TZVPD basis
O -1.72 -0.15 4.51
S -2.78 -0.23 5.73
C -2.26 -0.02 3.19
O -1.23 4.91 1.37
H 0.52 4.78 0.38
H 4.50 -1.54 -2.02
H -5.21 1.85 -4.12
H 0.21 3.35 1.22
C -5.28 -1.40 -1.95
O -2.07 -0.62 6.97
S -3.80 -1.25 -0.81
O 1.40 -3.86 1.38
H 0.20 4.68 3.54
O 6.34 -0.01 -1.59
C 5.06 0.44 -1.10
O -2.99 -2.57 -1.36
H -0.50 0.60 2.04
C 4.28 -0.92 -1.16
H 5.07 0.71 -0.05
H -3.03 0.50 -3.00
H -1.01 -3.63 -3.81
C 2.03 -4.04 0.13
O -4.01 -0.91 5.29
H -5.48 -2.47 -1.97
H 0.82 6.03 2.64
H -1.82 -1.67 -2.84
H 3.22 -0.72 -1.02
C -0.10 -0.67 -0.15
H 0.98 0.77 -1.18
S 7.63 0.97 -1.25
H -5.14 -1.02 -2.96
H -1.29 1.87 3.13
C 0.75 4.94 2.64
H -0.59 1.28 -0.50
O -3.05 -0.03 -1.14
H -4.79 1.73 -2.37
H 4.57 -1.44 -0.24
H -2.11 -1.00 2.72
H -3.17 3.02 -4.49
H 2.62 -6.15 0.23
H -3.08 2.06 4.81
H -1.94 1.48 1.58
H 9.82 0.26 -0.77
H -3.15 -2.48 -3.47
C -4.41 1.79 -3.39
C -1.55 -3.78 -2.88
C -2.43 -2.56 -2.66
C -3.11 1.58 5.80
C 3.04 -5.15 0.16
C -1.41 1.05 2.43
H 2.38 -3.09 -0.27
O 7.80 1.85 -2.37
H 3.79 -5.16 -0.63
C -3.57 3.06 -3.48
O -3.65 0.64 -3.72
H -2.14 -4.69 -2.89
H -0.77 -3.81 -2.11
H -4.22 3.93 -3.36
H 1.77 4.56 2.68
O -4.24 -1.51 0.54
H -6.10 -0.89 -1.44
H -3.30 0.27 3.08
O 7.47 1.50 0.08
H -1.28 5.85 1.56
H 4.67 1.18 -1.80
H 0.82 -3.10 1.29
C 8.97 -0.28 -1.20
H -2.74 3.05 -2.77
C -0.07 0.51 -1.05
H 1.32 -4.31 -0.65
H -0.52 0.30 -2.02
H -2.28 1.98 6.37
C 0.12 4.43 1.33
H 3.67 -5.03 1.05
H 9.11 -0.67 -2.20
H 8.67 -1.04 -0.48
H -4.09 1.74 6.24
N -0.11 -1.58 0.55
```

As for the structure (SMILES): CCOS(C)(=O)=O.CCOS(C)(=O)=O.CCOS(C)(=O)=O.CC#N.CCO.CCO.CCO. The value obtained for the total energy is -76920.5615 eV. The LUMO energy is 0.136 eV. The value obtained for the HOMO energy is -0.35042 Ha. As for the spin multiplicity: 1. The calculation puts the frontier orbital gap at 9.6718 eV.

Löwdin atomic charge list, values in e, 8 entries: atom 1 (O): -0.276, atom 2 (S): 0.685, atom 3 (C): -0.259, atom 4 (O): -0.106, atom 5 (H): 0.105, atom 6 (H): 0.081, atom 7 (H): 0.117, atom 8 (H): 0.087

---

(7)
Density functional theory data (the ωB97M-V functional and the def2-TZVPD basis) for C3H4N2OS in the gas phase.

Structure (XYZ):
```
11
C3H4N2OS | the OMol25 dataset | the ωB97M-V functional and the def2-TZVPD basis
C 2.18 0.32 0.22
C -0.36 0.28 -0.28
O -2.81 -0.17 0.02
H 2.87 1.23 0.66
S 2.75 -1.09 -0.11
N 0.87 0.83 -0.16
C -2.01 -1.19 0.02
H -1.24 1.00 -0.43
H -2.44 -2.18 -0.02
N -0.60 -0.98 0.06
H 0.78 1.94 0.02
```

As for the structure (SMILES): O=C/N=C/NC=S. The value obtained for the total energy is -19036.4656 eV. The LUMO energy is -0.738 eV. The value obtained for the HOMO energy is -0.33604 Ha. As for the spin multiplicity: 1. The calculation puts the frontier orbital gap at 8.4061 eV.

natural (NBO) atomic charge list, values in e, 8 entries: atom 1 (C): -0.180, atom 2 (C): 0.325, atom 3 (O): -0.612, atom 4 (H): 0.207, atom 5 (S): 0.139, atom 6 (N): -0.611, atom 7 (C): 0.503, atom 8 (H): 0.233

---

(8)
Density functional theory data (the ωB97M-V functional and the def2-TZVPD basis) for a molecular structure, C26H19N7O2PbSe.

Structure (XYZ):
```
56
C26H19N7O2PbSe | the OMol25 dataset | the ωB97M-V functional and the def2-TZVPD basis
H 0.60 12.32 0.94
N 1.37 0.27 2.31
C -0.62 3.49 -1.21
N -0.39 7.72 -1.10
H 6.98 0.83 1.11
N 0.17 0.26 1.69
H -0.92 10.14 -2.43
C 0.62 3.34 0.72
C 0.39 11.37 0.48
C 6.13 0.67 1.76
H 3.04 0.09 3.99
C 6.27 0.57 3.13
N 0.58 7.70 0.93
N 0.44 -2.25 0.15
H -5.54 0.52 -0.11
H 7.25 0.65 3.57
C -4.58 0.62 1.82
H -3.38 0.19 -1.30
C 5.15 0.35 3.95
C -3.41 0.31 -0.22
H -0.82 0.41 3.48
C 0.45 9.03 0.57
H -0.43 12.29 -1.30
C 3.73 0.37 1.98
C -3.37 0.56 2.49
H 3.92 0.58 -0.46
C 2.37 0.32 1.42
C 0.05 5.50 -0.11
H -5.50 0.76 2.38
C 0.68 4.72 0.85
C -0.21 11.35 -0.82
H 1.15 10.25 2.19
H 5.27 0.25 5.02
C 4.87 0.57 1.17
H 0.99 7.35 1.79
O 4.84 0.69 -0.17
H -1.11 5.46 -1.93
C 0.08 6.96 -0.08
H 1.12 2.70 1.44
C -4.61 0.49 0.44
C 0.72 10.20 1.20
C 3.91 0.26 3.38
C -0.89 0.34 2.40
N -2.24 0.25 0.42
H -1.12 2.97 -2.02
C 0.94 -3.18 0.59
O 2.20 0.35 0.14
C -2.21 0.37 1.75
C -0.49 10.18 -1.44
N -0.01 2.74 -0.29
H -3.31 0.66 3.56
Se 1.72 -4.63 1.30
Pb 0.03 0.06 -0.68
H 1.22 5.14 1.68
C -0.17 8.97 -0.74
C -0.62 4.88 -1.16
```

The value obtained for the total energy is -112375.0650 eV. The LUMO energy (alpha / beta) is -9.164 / -7.739 eV. The value obtained for the HOMO energy (alpha / beta) is -0.44567 / -0.44565 Ha. Its net charge is +2. As for the spin multiplicity: 1. The calculation puts the frontier orbital gap (alpha / beta) at 2.9632 / 4.3881 eV.

natural (NBO) atomic charge list, values in e, 8 entries: atom 1 (H): 0.248, atom 2 (N): -0.452, atom 3 (C): 0.052, atom 4 (N): -0.394, atom 5 (H): 0.237, atom 6 (N): -0.323, atom 7 (H): 0.263, atom 8 (C): 0.045